Entry 1:
Formula: C56H42NO39S
Source: OMol25
Level of theory: the ωB97M-V functional and the def2-TZVPD basis

Results
total charge: -1
spin multiplicity: 1
LUMO energy: -0.0271 Ha
Kohn-Sham gap: 4.479 eV
E_HOMO: -5.217 eV

Each line ends with the Löwdin charge.
Geometry (Å):
C1 -1.75163 -0.48256 -7.25028  -0.093
C2 -3.02683 -1.22130 -7.63029  -0.326
N1 -4.18785 -0.79056 -6.84425  -0.151
S1 -5.59392 -0.81592 -7.77883  0.334
O1 -6.68170 -0.53592 -6.86086  -0.377
O2 -5.43165 0.21085 -8.79924  -0.385
O3 -5.65103 -2.13994 -8.35505  -0.360
H1 -0.91974 -1.16942 -7.40648  0.052
H2 -1.55254 0.36307 -7.89841  0.069
H3 -1.72061 -0.20602 -6.19846  0.061
H4 -3.21447 -1.09524 -8.69476  0.090
H5 -2.89613 -2.28840 -7.46650  0.099
H6 -4.05712 0.12521 -6.43909  0.057
C3 -5.06605 4.22737 -3.35623  0.076
C4 -4.37079 3.08671 -3.42875  -0.222
C5 -4.91748 1.87624 -4.12363  -0.288
O4 -4.21746 0.88075 -4.15132  0.091
C6 -6.23431 1.93523 -4.70913  0.098
C7 -6.94151 3.07133 -4.63915  -0.225
C8 -6.39010 4.30024 -3.96387  -0.311
O5 -7.07747 5.30564 -3.94716  0.095
O6 -8.15910 3.20726 -5.14825  0.125
O7 -3.16348 2.91704 -2.89844  0.089
H7 -4.68954 5.10922 -2.85738  0.131
H8 -6.59885 1.02935 -5.19212  0.120
H9 -8.42746 4.12505 -4.96103  0.114
H10 -2.91144 1.99249 -3.10556  0.115
C9 -2.23956 2.92545 2.02749  0.080
C10 -1.11673 2.81372 2.74679  -0.239
C11 0.23308 3.12564 2.16257  -0.308
O8 1.20759 3.01920 2.89386  0.078
C12 0.31437 3.52839 0.77937  0.061
C13 -0.80657 3.64056 0.05085  -0.236
C14 -2.16225 3.36084 0.63925  -0.305
O9 -3.12321 3.51218 -0.08408  0.118
O10 -0.81138 4.00092 -1.22083  0.128
O11 -1.10299 2.42767 4.02011  0.107
H11 -3.21671 2.70888 2.43569  0.135
H12 1.29489 3.73231 0.37387  0.110
H13 -1.74698 3.98315 -1.51568  0.099
H14 -0.16530 2.43705 4.29042  0.115
C15 -2.12441 -1.79994 -0.34986  0.079
C16 -2.53552 -2.90215 0.28331  -0.217
C17 -3.51922 -3.85637 -0.33879  -0.304
O12 -3.81315 -4.85180 0.30566  0.086
C18 -4.05328 -3.54584 -1.64016  0.077
C19 -3.65389 -2.43326 -2.28952  -0.222
C20 -2.63766 -1.49473 -1.67813  -0.300
O13 -2.29461 -0.52408 -2.31631  0.117
O14 -4.12451 -2.10971 -3.47202  0.150
O15 -2.11046 -3.22939 1.50500  0.081
H15 -1.41507 -1.10994 0.08589  0.133
H16 -4.77454 -4.22975 -2.06381  0.139
H17 -3.72628 -1.26223 -3.76088  0.101
H18 -2.55449 -4.06988 1.74451  0.109
C21 -3.54706 -7.17558 4.57704  0.066
C22 -4.02391 -7.09133 3.32534  -0.225
C23 -5.43083 -7.51273 2.98471  -0.308
O16 -5.79990 -7.39832 1.83454  0.125
C24 -6.26789 -8.04014 4.05345  0.074
C25 -5.78373 -8.12036 5.29878  -0.241
C26 -4.38726 -7.67835 5.63936  -0.317
O17 -4.03195 -7.76947 6.80342  0.091
O18 -6.48750 -8.59044 6.32366  0.108
O19 -3.29928 -6.63675 2.31992  0.106
H19 -2.54269 -6.87351 4.82729  0.111
H20 -7.27013 -8.35411 3.79880  0.134
H21 -5.89752 -8.53110 7.09925  0.116
H22 -3.86435 -6.65756 1.52062  0.098
C27 1.31781 -2.84861 -9.81235  0.075
C28 2.02585 -3.98231 -9.86877  -0.242
C29 1.52307 -5.20174 -10.59189  -0.322
O20 2.24503 -6.18468 -10.60811  0.091
C30 0.21994 -5.14362 -11.21953  0.069
C31 -0.49860 -4.01043 -11.16198  -0.234
C32 0.01774 -2.77928 -10.46307  -0.311
O21 -0.67998 -1.78807 -10.47687  0.122
O22 -1.69558 -3.89007 -11.70597  0.131
O23 3.21988 -4.12380 -9.30044  0.106
H23 1.67147 -1.96610 -9.29831  0.135
H24 -0.13861 -6.03173 -11.71976  0.133
H25 -2.00345 -2.98232 -11.51001  0.131
H26 3.49937 -5.03760 -9.50022  0.115
C33 1.24039 -2.98744 5.43621  0.072
C34 0.19044 -3.24361 4.64043  -0.228
C35 -0.88519 -4.22276 5.04117  -0.296
O24 -1.81051 -4.38189 4.26888  0.110
C36 -0.75615 -4.91377 6.31299  0.078
C37 0.29631 -4.65564 7.10088  -0.236
C38 1.35884 -3.66214 6.71297  -0.319
O25 2.27093 -3.47776 7.49859  0.100
O26 0.48505 -5.24471 8.27318  0.118
O27 0.02701 -2.66068 3.46337  0.121
H27 2.01687 -2.28742 5.16273  0.135
H28 -1.52569 -5.62222 6.58879  0.126
H29 1.31512 -4.87210 8.62828  0.119
H30 -0.80451 -3.00181 3.07214  0.087
C39 4.41356 3.75419 2.47522  0.086
C40 5.52985 3.64149 3.20723  -0.219
C41 6.88774 3.95363 2.63312  -0.283
O28 7.86243 3.84867 3.35777  0.083
C42 6.97549 4.36044 1.24450  0.081
C43 5.85856 4.47001 0.51187  -0.232
C44 4.50049 4.18383 1.09251  -0.294
O29 3.53194 4.32693 0.36878  0.103
O30 5.86230 4.83510 -0.76121  0.123
O31 5.51562 3.25178 4.47791  0.127
H31 3.42917 3.53712 2.87031  0.111
H32 7.95696 4.56467 0.84108  0.138
H33 4.92810 4.83469 -1.04629  0.122
H34 6.43993 3.25181 4.78536  0.104
C45 -0.64765 7.13282 3.72536  0.079
C46 -0.12202 7.87902 4.70606  -0.237
C47 1.09108 8.74319 4.48643  -0.317
O32 1.49271 9.40316 5.42687  0.104
C48 1.71409 8.73849 3.17598  0.073
C49 1.19124 7.98932 2.19500  -0.234
C50 -0.03755 7.14692 2.40820  -0.304
O33 -0.45426 6.51000 1.46019  0.114
O34 1.70742 7.93009 0.97650  0.121
O35 -0.62199 7.91819 5.93357  0.117
H35 -1.51960 6.51042 3.87148  0.137
H36 2.59440 9.34897 3.03393  0.135
H37 1.13940 7.31694 0.46962  0.123
H38 -0.05440 8.53465 6.43489  0.119
C51 9.92879 0.89015 6.82523  0.073
C52 9.67486 1.59829 5.71515  -0.230
C53 10.43916 1.37502 4.43748  -0.309
O36 10.11772 2.05319 3.48378  0.117
C54 11.49735 0.37905 4.42660  0.075
C55 11.75192 -0.32443 5.53744  -0.240
C56 10.97066 -0.11956 6.80847  -0.318
O37 11.25881 -0.81475 7.76548  0.101
O38 12.70083 -1.24977 5.60823  0.112
O39 8.74507 2.53985 5.64643  0.100
H39 9.38568 1.03945 7.74749  0.134
H40 12.04972 0.23773 3.50854  0.135
H41 12.66403 -1.60066 6.51877  0.118
H42 8.77053 2.89935 4.72901  0.075

Forces on atoms 1 to 2 (eV/Å):
C 0.3 -0.6 -0.2
C 0.0 0.1 0.2

---

Entry 2:
Formula: C3H6N4O
Source: OMol25
Level of theory: the ωB97M-V functional and the def2-TZVPD basis

Results
energy relative to the best compared isomer or geometry (same formula, charge and spin): 118.6 kcal/mol
total charge: 0
spin multiplicity: 1
LUMO energy: -0.0010 Ha
Kohn-Sham gap: 8.829 eV
E_HOMO: -8.857 eV

Each line ends with the Löwdin charge.
Geometry (Å):
C1 -0.27765 -0.36368 -1.88575  -0.534
C2 -0.23591 0.27361 -0.49182  -0.381
C3 0.52016 -0.44036 1.78321  -0.012
N1 0.54486 -1.53500 -1.56424  0.070
N2 0.76997 -1.65708 -0.36013  0.048
N3 0.16628 -0.63908 0.37849  -0.132
N4 -1.02915 1.28916 -0.03821  0.104
O1 -0.85459 -0.10047 -2.87245  0.077
H1 1.05684 0.74248 -1.59376  0.228
H2 1.47983 0.16940 2.05474  0.130
H3 -0.27593 0.08053 2.12562  0.027
H4 0.60154 -1.39256 2.29411  0.089
H5 -0.75772 1.80336 0.87620  0.141
H6 -1.70852 1.76969 -0.70600  0.144

Forces on atoms 1 to 2 (eV/Å):
C 1.8 0.3 4.1
C -1.6 2.4 -1.9

---

Q: E_HOMO of number 1 (C56H42NO39S)?
A: -5.217 eV